{
  "formula": "C35H42F40NO6PSi2",
  "method": "ωB97M-V/def2-TZVPD",
  "max_force_ev_per_a": 1.45,
  "total_charge": 0,
  "homo_ev": -8.26,
  "homo_lumo_gap_ev": 8.42,
  "elements": ["C", "P", "C", "Si", "O", "Si", "C", "C", "C", "C", "N", "C", "C", "C", "C", "H", "H", "H", "H", "H", "H", "H", "H", "H", "H", "H", "H", "H", "H", "H", "H", "H", "H", "H", "H", "H", "H", "C", "C", "C", "F", "F", "F", "F", "O", "C", "C", "F", "F", "F", "F", "H", "H", "H", "H", "C", "C", "C", "F", "F", "F", "F", "O", "C", "C", "F", "F", "F", "F", "H", "H", "H", "H", "C", "C", "C", "F", "F", "F", "F", "O", "C", "C", "F", "F", "F", "F", "H", "H", "H", "H", "C", "C", "C", "F", "F", "F", "F", "O", "C", "C", "F", "F", "F", "F", "H", "H", "H", "H", "C", "C", "C", "F", "F", "F", "F", "O", "C", "C", "F", "F", "F", "F", "H", "H", "H", "H"],
  "positions_angstrom": [[4.491, -0.299, -0.798], [3.610, 0.441, 0.645], [3.270, -1.071, 1.669], [1.584, 0.757, -0.268], [0.705, 1.802, 0.662], [0.012, 1.407, 2.124], [-1.437, 2.551, 2.392], [-2.294, 2.842, 1.150], [-2.808, 1.632, 0.367], [-3.803, 0.771, 1.164], [-3.288, -0.473, 1.694], [-3.420, -0.874, 3.001], [-2.882, -2.158, 3.137], [-2.400, -2.541, 1.860], [-2.657, -1.465, 0.989], [5.255, -0.978, -0.422], [4.977, 0.483, -1.374], [3.849, -0.868, -1.472], [3.543, -0.883, 2.702], [2.226, -1.385, 1.629], [3.862, -1.897, 1.277], [1.733, 1.380, -1.599], [0.894, -0.553, -0.374], [1.006, 1.599, 3.208], [-0.373, -0.018, 2.107], [-2.032, 2.195, 3.236], [-1.001, 3.497, 2.725], [-1.745, 3.516, 0.492], [-3.185, 3.397, 1.459], [-3.355, 2.020, -0.495], [-1.999, 1.031, -0.049], [-4.185, 1.349, 2.002], [-4.647, 0.531, 0.517], [-3.889, -0.245, 3.740], [-2.854, -2.741, 4.042], [-1.932, -3.477, 1.617], [-2.447, -1.365, -0.060], [4.469, 5.217, -0.248], [4.270, 4.247, -1.417], [5.501, 3.855, -2.240], [6.026, 4.933, -2.856], [5.117, 2.966, -3.184], [3.292, 4.682, -2.233], [3.860, 3.075, -0.848], [4.144, 6.572, -0.482], [5.044, 7.460, -0.971], [4.573, 8.049, -2.307], [4.396, 7.070, -3.212], [5.519, 8.896, -2.776], [6.282, 6.943, -1.063], [5.110, 8.501, -0.112], [3.747, 4.891, 0.498], [5.460, 5.105, 0.192], [6.257, 3.391, -1.601], [3.637, 8.589, -2.159], [-0.146, -8.377, 2.150], [0.083, -9.229, 3.402], [-0.995, -9.200, 4.489], [-1.121, -7.959, 4.999], [-0.623, -10.035, 5.483], [1.286, -8.960, 3.947], [0.100, -10.525, 2.969], [0.517, -7.131, 2.083], [-0.025, -5.995, 2.584], [0.837, -5.385, 3.696], [0.976, -6.259, 4.709], [0.212, -4.281, 4.157], [-1.292, -6.159, 2.993], [-0.050, -5.078, 1.580], [0.297, -8.954, 1.341], [-1.205, -8.284, 1.926], [-1.955, -9.532, 4.084], [1.817, -5.119, 3.301], [-7.888, 1.282, -1.028], [-7.712, 2.352, 0.057], [-8.268, 2.051, 1.452], [-9.605, 1.903, 1.407], [-7.974, 3.094, 2.260], [-8.168, 3.540, -0.375], [-6.360, 2.461, 0.248], [-8.943, 1.469, -1.940], [-10.195, 0.989, -1.716], [-11.232, 2.120, -1.664], [-10.926, 2.984, -0.679], [-12.440, 1.576, -1.407], [-10.263, 0.216, -0.622], [-10.535, 0.224, -2.776], [-6.989, 1.367, -1.637], [-7.891, 0.281, -0.594], [-7.810, 1.146, 1.860], [-11.258, 2.643, -2.621], [-5.076, -8.085, -0.265], [-3.688, -8.637, 0.085], [-2.758, -8.992, -1.077], [-3.294, -9.978, -1.817], [-1.572, -9.425, -0.584], [-3.789, -9.684, 0.928], [-3.052, -7.628, 0.759], [-6.152, -8.992, -0.218], [-6.534, -9.733, -1.292], [-6.427, -11.237, -1.006], [-5.158, -11.561, -0.694], [-6.786, -11.908, -2.119], [-5.871, -9.400, -2.410], [-7.845, -9.490, -1.509], [-5.289, -7.376, 0.533], [-5.050, -7.523, -1.199], [-2.576, -8.116, -1.705], [-7.090, -11.506, -0.181], [8.915, 8.629, -2.602], [9.214, 10.127, -2.728], [9.609, 10.665, -4.106], [10.759, 10.102, -4.524], [9.797, 11.999, -4.006], [10.131, 10.502, -1.814], [8.044, 10.765, -2.431], [9.939, 7.808, -2.083], [10.888, 7.236, -2.864], [12.300, 7.703, -2.481], [12.402, 9.037, -2.616], [13.184, 7.114, -3.315], [10.659, 7.409, -4.174], [10.868, 5.903, -2.623], [8.129, 8.571, -1.852], [8.495, 8.227, -3.524], [8.817, 10.471, -4.834], [12.517, 7.417, -1.451]],
  "mulliken_charge": [-1.089, 0.004, -0.860, 0.445, -0.058, 0.297, -0.723, -1.019, -0.528, -0.682, 0.508, -0.514, -0.581, -0.465, -0.705, 0.374, 0.198, 0.361, 0.355, 0.125, 0.329, -0.229, -0.198, -0.197, -0.072, 0.348, 0.482, 0.384, 0.464, 0.357, 0.289, 0.377, 0.223, 0.398, 0.495, 0.497, 0.402, -0.740, 0.850, 0.008, -0.230, -0.266, -0.280, -0.065, -0.385, 0.818, 0.175, -0.224, -0.192, -0.247, -0.339, 0.418, 0.346, 0.325, 0.224, -0.416, 0.802, 0.149, -0.212, -0.281, -0.298, -0.319, -0.399, 0.881, 0.165, -0.247, -0.229, -0.288, -0.324, 0.453, 0.073, 0.257, 0.245, -0.782, 0.959, 0.113, -0.245, -0.263, -0.278, -0.273, -0.404, 0.793, 0.190, -0.221, -0.254, -0.291, -0.304, 0.403, 0.351, 0.270, 0.251, -0.919, 1.082, 0.051, -0.224, -0.232, -0.317, -0.298, -0.399, 0.804, 0.179, -0.217, -0.260, -0.287, -0.303, 0.444, 0.346, 0.298, 0.260, -0.372, 0.872, 0.064, -0.228, -0.268, -0.289, -0.314, -0.418, 0.776, 0.205, -0.221, -0.266, -0.293, -0.306, 0.067, 0.431, 0.291, 0.244]
}